(1)
Density functional theory data (ωB97M-V/def2-TZVPD) for a structure of composition C36H80BCaF4N4O4S.

Computed properties:
E = -93579.0312 eV
E_LUMO = -8.036 eV
Largest force on an atom = 0.1077 Eh/bohr
Energy above the lowest of the compared OMol25 structures with the same formula, charge and spin = 658.42 kJ/mol
Orbital gap = 4.2 eV
HOMO = -12.26 eV

Geometry as ORCA input:
```
! wB97M-V def2-TZVPD RIJCOSX def2/J DEFGRID3
* xyz 3 1
Ca 5.092 1.276 -0.418
S 1.331 0.195 -0.353
O 2.264 0.399 0.722
O 2.048 0.860 -1.427
O 1.163 -1.234 -0.590
O 0.026 0.804 -0.082
C 1.256 5.137 2.994
C 0.554 6.076 2.052
C 0.115 5.385 0.686
N -0.925 6.154 -0.121
C -0.407 7.511 -0.595
C 0.656 7.423 -1.706
C 0.240 6.471 -2.842
C -0.252 5.106 -2.431
C -1.292 5.202 -1.317
C -2.249 6.288 0.709
H 0.553 4.334 3.213
H 1.486 5.565 3.970
H 2.158 4.711 2.555
H 0.953 7.084 1.937
H -0.340 6.248 2.652
H -0.380 4.520 1.128
H 0.869 5.070 -0.034
H 0.102 7.977 0.249
H -1.266 8.137 -0.839
H 1.594 7.068 -1.278
H 0.893 8.426 -2.061
H 1.140 6.275 -3.423
H -0.477 7.058 -3.415
H 0.534 4.472 -2.022
H -0.723 4.618 -3.284
H -1.718 4.282 -0.916
H -2.155 5.693 -1.766
H -3.012 6.899 0.226
H -2.083 6.800 1.656
H -2.754 5.342 0.903
C -3.956 -4.633 -0.132
C -4.521 -3.213 -0.115
C -4.228 -2.232 -1.362
N -5.128 -0.931 -1.498
C -6.568 -1.249 -2.027
C -7.560 -0.028 -1.852
C -7.627 0.469 -0.417
C -6.246 0.953 -0.123
C -5.171 -0.114 -0.177
C -4.463 -0.079 -2.537
H -4.215 -5.171 0.781
H -2.873 -4.524 -0.098
H -4.261 -5.347 -0.897
H -4.099 -2.770 0.788
H -5.579 -3.331 0.118
H -4.250 -2.739 -2.327
H -3.223 -1.835 -1.217
H -6.867 -2.031 -1.329
H -6.452 -1.630 -3.042
H -8.557 -0.370 -2.128
H -7.521 0.774 -2.589
H -8.081 -0.312 0.192
H -8.294 1.331 -0.408
H -6.228 1.430 0.857
H -6.057 1.864 -0.691
H -5.164 -0.880 0.598
H -4.150 0.238 -0.035
H -5.086 0.765 -2.833
H -4.320 -0.671 -3.442
H -3.553 0.236 -2.027
C 0.311 -6.077 -4.196
C 0.302 -4.884 -5.113
C 1.734 -4.087 -5.046
N 1.795 -2.954 -6.081
C 3.248 -2.371 -6.223
C 3.395 -0.968 -6.892
C 2.350 0.016 -6.358
C 0.834 -0.496 -6.427
C 0.733 -1.849 -5.649
C 1.364 -3.484 -7.514
H -0.731 -6.325 -3.995
H 0.685 -5.752 -3.225
H 0.802 -6.922 -4.678
H -0.384 -4.063 -4.904
H 0.048 -5.238 -6.112
H 2.592 -4.720 -5.276
H 2.002 -3.681 -4.071
H 3.560 -2.221 -5.189
H 3.802 -3.178 -6.703
H 4.382 -0.600 -6.611
H 3.395 -1.082 -7.976
H 2.701 0.143 -5.334
H 2.435 1.020 -6.774
H 0.098 0.260 -6.153
H 0.707 -0.645 -7.499
H 0.896 -1.628 -4.594
H -0.198 -2.388 -5.825
H 1.921 -4.394 -7.733
H 1.755 -2.704 -8.168
H 0.318 -3.759 -7.651
C 4.543 -2.553 9.946
C 4.330 -1.876 8.597
C 2.843 -1.555 8.168
N 2.503 -1.601 6.684
C 1.059 -1.172 6.587
C 0.436 -1.296 5.165
C 0.657 -2.740 4.550
C 2.238 -2.990 4.536
C 2.766 -2.927 5.992
C 3.349 -0.463 6.062
H 4.192 -1.900 10.746
H 5.622 -2.556 10.098
H 4.113 -3.550 10.037
H 4.766 -2.572 7.881
H 5.064 -1.076 8.502
H 2.603 -0.572 8.573
H 2.205 -2.278 8.678
H 0.457 -1.718 7.312
H 0.979 -0.132 6.906
H -0.614 -1.022 5.264
H 0.890 -0.536 4.529
H 0.082 -3.487 5.099
H 0.326 -2.781 3.513
H 2.509 -3.996 4.217
H 2.915 -2.418 3.901
H 2.306 -3.708 6.598
H 3.837 -3.127 6.029
H 4.394 -0.651 6.308
H 3.096 0.490 6.527
H 3.199 -0.387 4.985
B 6.944 -1.079 2.270
F 6.326 -1.740 1.265
F 8.225 -1.015 1.900
F 6.439 0.142 2.312
F 6.858 -1.732 3.465
*
```

---

(2)
Density functional theory data (ωB97M-V/def2-TZVPD) for a structure of composition C36H80F20N9O26S8.

Computed properties:
E = -246290.7236 eV
E_LUMO = -1.883 eV
Largest force on an atom = 0.0892 Eh/bohr
Orbital gap = 9.7 eV
HOMO = -11.58 eV

Geometry as ORCA input:
```
! wB97M-V def2-TZVPD RIJCOSX def2/J DEFGRID3
* xyz 1 1
C 5.055 -25.716 5.735
O 5.863 -26.848 5.450
C 7.159 -26.731 6.067
C 7.891 -27.920 5.517
N 7.293 -29.310 5.903
H 6.249 -29.330 5.655
H 7.682 -29.972 5.237
C 7.545 -29.794 7.301
C 8.799 -30.542 7.310
O 9.742 -29.799 6.546
C 11.070 -30.336 6.463
H 5.360 -24.829 5.055
H 5.163 -25.245 6.713
H 4.015 -25.912 5.578
H 7.091 -26.796 7.136
H 7.677 -25.759 5.718
H 8.914 -27.817 5.886
H 7.934 -27.900 4.409
H 6.755 -30.396 7.690
H 7.471 -28.920 7.994
H 8.666 -31.472 6.786
H 9.135 -30.733 8.336
H 11.464 -30.232 5.488
H 11.089 -31.431 6.784
H 11.796 -29.798 7.133
C 13.629 -33.858 2.289
O 13.666 -32.557 1.610
C 12.425 -32.093 1.254
C 12.333 -30.513 1.155
N 12.996 -30.066 -0.128
H 12.610 -30.734 -0.841
H 12.605 -29.132 -0.351
C 14.400 -29.983 -0.096
C 14.827 -29.199 -1.332
O 14.032 -28.036 -1.422
C 14.287 -27.386 -2.671
H 14.652 -34.135 2.534
H 13.117 -34.551 1.610
H 12.932 -33.864 3.204
H 11.679 -32.454 1.953
H 12.050 -32.615 0.356
H 12.853 -30.159 1.997
H 11.278 -30.312 1.078
H 14.842 -30.953 -0.189
H 14.732 -29.531 0.861
H 14.585 -29.851 -2.149
H 15.886 -28.925 -1.349
H 15.266 -26.946 -2.575
H 13.520 -26.621 -2.805
H 14.318 -28.109 -3.510
C 5.590 -23.106 -5.251
O 6.982 -22.878 -5.183
C 7.752 -24.103 -5.017
C 9.153 -23.707 -5.236
N 9.474 -22.899 -3.916
H 8.703 -22.199 -3.813
H 9.395 -23.485 -3.068
C 10.684 -22.125 -4.067
C 10.427 -20.631 -4.001
O 9.449 -20.397 -4.959
C 9.009 -19.100 -5.138
H 5.060 -22.217 -4.855
H 5.413 -23.990 -4.670
H 5.382 -23.133 -6.326
H 7.443 -24.971 -5.710
H 7.663 -24.435 -3.998
H 9.235 -23.115 -6.126
H 9.920 -24.513 -5.157
H 11.195 -22.308 -5.031
H 11.366 -22.356 -3.210
H 11.385 -20.157 -4.306
H 10.164 -20.279 -2.985
H 9.025 -18.940 -6.235
H 9.688 -18.346 -4.675
H 8.002 -18.901 -4.886
C 10.384 -21.662 2.615
O 9.163 -20.967 3.019
C 8.241 -21.704 3.726
C 7.139 -20.688 3.853
N 6.479 -20.609 2.480
H 7.246 -20.667 1.851
H 5.937 -21.431 2.182
C 5.776 -19.382 1.939
C 5.007 -18.461 2.836
O 4.245 -19.283 3.763
C 3.419 -18.572 4.648
H 10.302 -21.703 1.533
H 10.412 -22.723 3.026
H 11.168 -21.116 3.084
H 8.624 -22.094 4.675
H 8.007 -22.618 3.154
H 7.570 -19.729 4.110
H 6.555 -20.894 4.684
H 5.184 -19.696 1.086
H 6.509 -18.717 1.548
H 4.251 -17.830 2.287
H 5.632 -17.759 3.427
H 2.673 -17.891 4.088
H 3.989 -17.956 5.261
H 2.847 -19.254 5.194
C 3.427 -29.569 -2.094
O 4.603 -28.667 -1.929
C 5.807 -29.470 -1.928
C 6.889 -28.410 -1.675
N 6.534 -27.592 -0.424
H 7.113 -26.754 -0.401
H 5.493 -27.384 -0.403
C 6.737 -28.391 0.846
C 5.975 -27.614 1.895
O 4.812 -27.121 1.321
C 3.950 -26.543 2.257
H 3.456 -30.336 -1.337
H 3.408 -30.032 -3.091
H 2.546 -28.938 -1.884
H 5.928 -30.054 -2.847
H 5.820 -30.196 -1.170
H 6.895 -27.734 -2.520
H 7.891 -28.829 -1.498
H 7.791 -28.511 1.048
H 6.299 -29.347 0.704
H 6.584 -26.758 2.285
H 5.785 -28.285 2.741
H 3.077 -26.108 1.755
H 4.397 -25.689 2.785
H 3.639 -27.340 2.873
N 7.251 -22.623 -1.412
S 6.970 -23.419 -0.096
O 6.998 -24.862 -0.298
O 5.867 -22.928 0.749
F 8.329 -23.023 0.745
S 6.900 -21.117 -1.443
O 7.254 -20.444 -2.640
O 7.255 -20.323 -0.257
F 5.366 -21.047 -1.517
C 8.067 -32.219 2.528
F 8.039 -33.599 2.351
F 9.176 -31.974 3.234
F 8.151 -31.553 1.391
S 6.603 -31.601 3.506
O 6.971 -31.985 4.847
O 6.684 -30.131 3.247
N 5.281 -32.225 2.951
S 4.202 -31.196 2.296
O 3.834 -30.091 3.129
O 4.439 -30.953 0.898
C 2.760 -32.407 2.261
F 3.136 -33.696 2.120
F 2.163 -32.260 3.490
F 1.937 -32.167 1.290
C 10.264 -26.339 1.363
F 10.397 -25.807 2.536
F 10.327 -27.708 1.459
F 9.022 -26.026 0.920
S 11.549 -25.554 0.317
O 11.209 -24.149 0.301
O 12.787 -26.045 0.885
N 11.185 -26.273 -0.978
S 10.689 -25.591 -2.305
O 9.409 -24.985 -2.304
O 11.636 -24.852 -3.101
C 10.351 -27.097 -3.321
F 11.460 -27.601 -3.745
F 9.688 -28.010 -2.598
F 9.450 -26.659 -4.273
C 12.103 -33.914 -2.652
F 11.156 -34.688 -3.155
F 12.021 -33.828 -1.325
F 13.304 -34.304 -3.038
S 11.890 -32.147 -3.283
O 12.716 -31.275 -2.472
O 12.293 -32.321 -4.612
N 10.338 -31.925 -3.176
S 9.376 -31.702 -1.983
O 10.025 -31.331 -0.738
O 8.243 -30.891 -2.322
C 8.515 -33.327 -1.597
F 8.051 -33.922 -2.706
F 9.311 -34.163 -0.909
F 7.445 -33.064 -0.805
*
```

---

(3)
Density functional theory data (ωB97M-V/def2-TZVPD) for a cluster of 6 separate species, C36H81N3O6 in total.

Computed properties:
E = -55385.9316 eV
E_LUMO (spin up / spin down) = -2.501 / -6.547 eV
Largest force on an atom = 0.0642 Eh/bohr
Energy above the lowest of the compared OMol25 structures with the same formula, charge and spin = 40.36 kJ/mol
Orbital gap (spin up / spin down) = 7.0 / 2.9 eV
HOMO (spin up / spin down) = -9.48 / -9.48 eV

Geometry as ORCA input:
```
! wB97M-V def2-TZVPD RIJCOSX def2/J DEFGRID3
* xyz 1 2
C -0.217 -3.058 6.349
C -0.426 -3.994 7.412
C -1.183 -3.355 8.529
O -1.205 -5.088 6.959
H 0.428 -2.287 6.771
H -1.176 -2.698 5.977
H 0.360 -3.476 5.524
H 0.561 -4.261 7.788
H -2.041 -2.839 8.096
H -0.566 -2.687 9.129
H -1.552 -4.100 9.234
H -0.818 -5.693 6.323
C 2.473 1.777 -1.153
C 3.799 1.453 -1.847
C 3.836 1.028 -3.300
O 4.391 2.710 -1.971
H 2.475 1.916 -0.072
H 1.704 1.035 -1.365
H 2.183 2.798 -1.404
H 4.422 0.959 -1.101
H 3.311 1.757 -3.918
H 3.145 0.193 -3.415
H 4.828 0.722 -3.632
H 3.694 3.357 -2.099
C -1.346 0.528 0.651
C -0.929 0.491 2.126
C -1.137 -0.804 2.965
O 0.419 0.824 2.236
H -2.426 0.579 0.517
H -0.895 -0.340 0.168
H -0.958 1.431 0.179
H -1.517 1.230 2.670
H -2.107 -1.212 2.682
H -0.982 -0.628 4.030
H -0.458 -1.628 2.746
H 0.996 0.275 1.700
C 8.749 0.153 1.279
C 7.895 0.303 2.551
C 8.469 1.514 3.302
C 7.665 1.903 4.591
C 6.227 2.295 4.143
C 5.501 1.243 3.225
N 6.469 0.667 2.209
O 5.886 -0.005 1.133
C 4.906 0.134 4.256
C 4.329 1.966 2.514
C 7.863 -0.995 3.389
H 8.514 -0.751 0.717
H 9.794 -0.025 1.536
H 8.792 1.083 0.713
H 9.537 1.367 3.462
H 8.479 2.374 2.633
H 8.222 2.711 5.065
H 7.612 1.084 5.309
H 6.392 3.243 3.631
H 5.626 2.536 5.020
H 5.523 0.037 5.149
H 3.996 0.411 4.789
H 4.711 -0.857 3.847
H 3.744 2.514 3.252
H 4.649 2.544 1.646
H 3.639 1.234 2.094
H 8.092 -0.726 4.420
H 8.714 -1.583 3.045
H 6.916 -1.532 3.321
H 5.984 0.613 0.405
C -6.859 1.752 -3.312
C -7.161 1.221 -1.893
C -8.205 0.145 -2.096
C -8.428 -0.627 -0.853
C -7.161 -1.348 -0.421
C -5.983 -0.455 -0.156
N -5.909 0.495 -1.349
O -4.743 1.304 -1.324
C -6.144 0.272 1.184
C -4.782 -1.431 -0.204
C -7.557 2.450 -0.994
H -6.230 2.641 -3.257
H -7.786 2.014 -3.822
H -6.378 0.980 -3.913
H -9.120 0.551 -2.529
H -7.893 -0.440 -2.961
H -9.230 -1.310 -1.135
H -8.784 -0.023 -0.018
H -6.957 -2.133 -1.148
H -7.376 -1.877 0.507
H -5.760 1.292 1.203
H -7.141 0.515 1.552
H -5.680 -0.256 2.017
H -3.874 -1.049 0.262
H -5.093 -2.311 0.359
H -4.580 -1.749 -1.227
H -8.394 2.226 -0.332
H -7.846 3.381 -1.483
H -6.735 2.901 -0.437
H -4.293 1.047 -2.133
C -2.863 0.595 -5.261
C -1.285 0.755 -4.820
C -1.039 0.402 -3.352
C -0.957 -1.109 -3.005
C 0.019 -1.878 -3.951
C -0.058 -1.489 -5.487
N -0.300 0.001 -5.602
O -0.352 0.266 -7.012
C 1.413 -1.743 -6.014
C -1.264 -2.247 -6.143
C -0.822 2.262 -4.807
H -3.157 1.644 -5.262
H -3.323 -0.106 -4.564
H -3.110 0.125 -6.213
H -0.068 0.750 -2.999
H -1.790 0.815 -2.679
H -1.959 -1.535 -2.953
H -0.714 -1.271 -1.955
H -0.152 -2.938 -3.766
H 0.999 -1.579 -3.578
H 1.935 -2.479 -5.402
H 1.378 -1.949 -7.084
H 2.131 -0.925 -5.955
H -2.168 -1.911 -5.635
H -1.413 -2.028 -7.200
H -1.127 -3.308 -5.931
H -1.733 2.753 -4.464
H -0.734 2.619 -5.833
H 0.061 2.397 -4.184
H 0.555 0.565 -7.107
*
```

---

> What is the E in the third record?

-55385.9316 eV

---

> Among the records above, which one has the lowest largest force on an atom?

C36H81N3O6

---

> Among the records above, which one has the lowest largest force on an atom?

C36H81N3O6

---

> E of number 2 (C36H80F20N9O26S8)?

-246290.7236 eV